Entry 1:
158
Properties=species:S:1:pos:R:3:forces:R:3:mulliken_charge:R:1 method="wB97M-V/def2-TZVPD" multiplicity=1 homo_energy_ev=-9.12 smiles="CCOC(=O)C(F)(F)F.CCOC(=O)C(F)(F)F.CCOC(=O)C(F)(F)F.CCOC(=O)C(F)(F)F.CCOC(=O)C(F)(F)F.CCOC(=O)C(F)(F)F.CCOC(=O)C(F)(F)F.c1ccccc1.c1ccccc1.c1ccccc1.c1ccccc1.c1ccccc1"
C -2.42317 -0.60826 -6.35728 -0.17 -0.11 -0.43 -0.2666
C -3.14999 0.18835 -5.49185 -1.87 -1.38 1.09 -0.5021
C -4.32101 -0.34768 -4.90055 1.23 -1.98 -2.25 -0.6152
C -4.62195 -1.70947 -5.16514 -1.35 0.08 1.47 -0.2683
C -3.83887 -2.56342 -5.91531 1.48 3.75 -1.09 -0.7157
C -2.81665 -1.91431 -6.66054 -0.23 -0.42 1.61 -0.5333
H -1.54377 -0.18773 -6.81973 0.12 -0.01 -0.18 0.3773
H -2.86270 1.14810 -5.16249 0.58 1.04 -0.22 0.5461
H -5.05253 0.20650 -4.38528 -0.37 0.81 0.81 0.5318
H -5.54434 -2.13955 -4.71208 0.76 0.43 -0.16 0.2845
H -3.96854 -3.58420 -5.98496 -0.64 -1.91 -0.27 0.5558
H -2.24579 -2.49176 -7.34994 0.44 -0.28 -0.46 0.5521
C 2.97804 -3.60154 -5.45969 0.19 0.42 -1.79 -1.0305
C 1.80687 -3.72127 -6.24561 1.39 -0.83 0.98 -0.8788
C 0.66100 -3.14567 -5.80338 0.13 0.60 0.51 -0.8180
C 0.65917 -2.40445 -4.62259 -1.90 0.63 -0.39 0.5294
C 1.78529 -2.25336 -3.86522 1.12 -0.85 0.56 1.4519
C 2.96695 -2.84795 -4.30796 0.96 -0.09 -0.46 -0.2352
H 3.94244 -3.89690 -5.91736 -0.68 -0.21 0.62 0.3632
H 1.79124 -4.35057 -7.11039 0.17 -0.07 -0.55 0.4193
H -0.21978 -3.21444 -6.38941 -0.78 -0.03 -0.31 0.3401
H -0.30117 -1.89514 -4.42350 0.66 -0.28 0.45 -0.0400
H 1.84558 -1.82863 -2.87885 -0.58 0.66 0.07 -0.4432
H 3.96379 -2.67552 -3.87564 -0.74 -0.03 0.40 0.1647
C -3.61700 -3.94768 1.91102 -0.66 0.94 -1.41 -0.7999
C -2.58509 -3.24224 1.28409 -0.08 -0.64 0.41 0.0414
C -1.30254 -3.53622 1.65819 0.38 0.38 -0.38 0.0191
C -0.98372 -4.51530 2.58256 -1.46 0.90 -0.32 -0.6466
C -2.01053 -5.13149 3.21265 -2.15 -1.98 1.60 -0.7922
C -3.37760 -4.88340 2.86256 2.08 -0.08 0.56 -0.6005
H -4.61400 -3.74089 1.55390 -0.33 -0.07 0.19 0.3924
H -2.76003 -2.55506 0.47222 -0.21 0.25 0.07 0.3297
H -0.51411 -2.99013 1.21166 0.82 0.41 -0.55 0.3445
H 0.00573 -4.70938 2.81291 1.81 -0.40 0.49 0.7330
H -1.84873 -5.88780 4.02640 0.08 0.76 -0.94 0.2849
H -4.18558 -5.39765 3.33531 -0.23 -0.32 0.30 0.4589
C -4.00626 0.88239 5.84586 0.84 0.10 -0.43 -0.5933
C -4.59240 -0.16344 5.11066 -0.08 0.59 1.43 -0.6710
C -3.79868 -1.02931 4.43804 0.82 -1.78 -0.71 -0.4235
C -2.39069 -0.87263 4.43628 -1.17 -0.01 -1.12 0.2858
C -1.81290 0.25113 4.95531 -1.00 0.79 1.55 0.6483
C -2.61353 1.11718 5.75556 -1.50 -0.82 -1.19 -0.7702
H -4.61796 1.55675 6.44445 0.12 -0.16 -0.15 0.3860
H -5.63594 -0.43115 5.18349 -0.25 0.50 0.01 0.4516
H -4.32111 -1.89900 3.96885 0.96 0.72 0.22 0.1862
H -1.74911 -1.52062 3.87498 -0.05 -0.59 -0.20 0.0867
H -0.76437 0.39269 4.79216 0.38 0.24 0.14 -0.1115
H -2.30634 2.04443 6.18066 0.81 0.29 0.38 0.5367
C -0.10330 4.69947 3.35170 2.52 -1.66 1.29 -0.7224
C -0.42692 3.70608 4.30826 -1.29 1.16 0.05 0.0765
C 0.53272 2.85559 4.80494 1.62 0.01 -0.35 -0.3320
C 1.90330 3.02684 4.49689 -1.42 -0.31 0.47 -0.4465
C 2.25838 4.08224 3.66478 -0.66 -1.01 0.14 -0.8346
C 1.27179 4.83869 3.03418 -0.83 0.32 -0.14 -0.3172
H -0.80192 5.35598 2.92903 -1.00 0.67 -0.45 0.6647
H -1.43230 3.69218 4.79164 0.66 -0.19 -0.93 0.1074
H 0.30186 2.02724 5.44348 -0.39 -0.04 0.45 0.5770
H 2.57565 2.30036 4.98268 0.06 0.74 -0.52 0.4313
H 3.29314 4.21356 3.48378 0.82 0.44 -0.43 0.4300
H 1.56346 5.57357 2.28051 -0.08 -0.11 0.31 0.3862
C 3.31188 4.97274 -1.91800 -1.39 1.07 -0.97 -1.5757
C 2.55337 3.93295 -1.17326 0.96 -1.82 1.01 0.1255
O 1.29112 3.63332 -1.80694 -0.49 0.65 0.78 0.2004
C 0.29116 4.32412 -1.24542 -0.48 0.60 -0.68 0.0860
O 0.31471 5.11259 -0.34224 0.28 -0.39 -0.25 -0.5228
C -1.06221 3.98114 -1.91417 -0.71 -1.26 -0.39 0.9489
F -1.89505 4.97880 -2.17355 0.65 0.49 0.21 -0.2790
F -0.91572 3.28521 -3.05669 0.07 0.22 0.62 -0.2101
F -1.71154 3.18864 -1.01423 0.23 -0.04 -0.27 -0.2422
H 2.64295 5.79722 -2.23785 0.08 -0.48 0.16 0.3249
H 3.78298 4.61269 -2.80400 0.20 -0.56 -0.72 0.3504
H 4.05889 5.47689 -1.38080 1.08 0.31 1.24 0.4602
H 2.37083 4.12461 -0.12514 -0.22 0.83 0.15 0.2343
H 3.09753 2.96879 -1.06405 -0.27 0.40 -0.85 0.1936
C -0.18478 -2.47631 8.79077 -0.11 -0.45 0.53 -1.0483
C 0.42886 -3.51569 7.87805 -1.42 -2.73 0.95 -0.2658
O 0.46793 -3.08330 6.50784 1.94 0.55 0.09 -0.1694
C 1.65438 -2.50387 6.19193 -0.93 0.56 -1.75 0.0642
O 2.59313 -2.20249 6.85465 -0.09 -0.52 0.95 -0.5216
C 1.73683 -2.09504 4.65681 -1.27 -0.16 2.32 1.0945
F 2.24663 -0.86503 4.61428 -0.37 0.30 -0.43 -0.2720
F 2.53764 -2.89023 4.01578 0.88 -0.97 -0.94 -0.2748
F 0.51814 -2.15508 4.10279 0.33 0.45 -0.33 -0.1594
H -0.33125 -2.87920 9.84067 -0.14 0.28 -1.38 0.3604
H -1.10826 -2.08506 8.33348 0.26 -0.14 0.51 0.2598
H 0.54533 -1.69416 8.90052 0.12 0.69 -0.01 0.2974
H -0.19285 -4.50554 7.87023 0.92 1.88 -0.14 0.2926
H 1.41863 -3.81680 8.23993 -0.06 0.27 -0.34 0.3545
C -1.03953 -5.67822 -1.20535 -0.03 1.06 -0.68 -1.4372
C -0.31783 -4.52808 -1.98715 0.52 -1.47 0.53 0.0856
O 0.72007 -3.87251 -1.13857 -0.64 -0.21 -0.07 0.5072
C 1.93095 -4.35886 -1.30129 0.18 -0.90 -0.47 0.0479
O 2.25768 -5.24115 -2.04329 0.22 0.05 0.02 -0.5380
C 2.93768 -3.78399 -0.29525 0.18 0.58 -1.06 0.8068
F 2.79379 -4.39696 0.83531 -0.10 -1.42 1.84 -0.2517
F 4.21312 -3.90270 -0.68914 -0.34 -0.14 -0.21 -0.2862
F 2.71064 -2.50409 -0.04462 -0.22 1.26 -0.15 -0.2402
H -0.40933 -6.47617 -0.95970 1.85 -0.95 0.25 0.4551
H -1.78551 -6.26316 -1.77008 -0.23 1.11 -0.03 0.4175
H -1.37278 -5.33686 -0.23981 -0.75 0.29 0.08 0.1552
H -0.94120 -3.71052 -2.28591 -0.43 0.17 -0.07 0.0693
H 0.23380 -4.94994 -2.83324 -0.39 0.26 0.00 0.4076
C -4.31646 2.26377 2.24775 -0.29 1.29 -0.08 -0.7884
C -3.99683 3.69093 1.74247 2.99 -2.51 0.63 -0.1447
O -3.91707 4.65773 2.79512 0.48 -0.82 0.52 -0.2941
C -4.88852 5.52099 2.94962 1.78 0.66 0.01 0.3791
O -5.75814 5.73473 2.19157 -1.99 0.19 -0.76 -0.4927
C -4.61725 6.46166 4.14481 0.47 3.19 -0.33 0.8472
F -5.55430 6.35314 5.05140 -0.40 -0.72 0.83 -0.2623
F -3.39784 6.41469 4.70836 -0.64 -0.80 -0.26 -0.1914
F -4.72080 7.80475 3.71900 0.14 -1.88 -0.10 -0.3013
H -3.56180 2.06583 3.01123 -0.09 -0.60 -0.18 -0.0381
H -4.30876 1.58364 1.38143 0.32 0.12 0.48 0.3406
H -5.29379 2.21321 2.70623 -0.35 -0.08 0.16 0.4612
H -4.49642 3.97438 0.88529 -1.68 1.07 -1.29 0.6098
H -2.94429 3.53053 1.38944 -0.61 0.80 0.36 -0.1442
C 2.37278 1.02904 -3.79839 -1.59 3.75 -2.54 1.8282
C 2.32452 0.78652 -5.33512 -1.09 0.18 1.13 -0.2907
O 2.06719 2.02563 -6.07234 1.12 -0.01 0.15 -0.3876
C 0.87722 2.55817 -6.01641 -1.41 -2.52 1.09 0.1402
O -0.07243 2.03513 -5.44746 0.98 1.51 -1.09 -0.4818
C 0.86975 3.85083 -6.81885 -0.01 1.16 0.02 0.7921
F 1.44849 4.83225 -6.07730 -0.15 -0.45 -0.38 -0.2373
F 1.61520 3.71994 -7.95590 -1.38 0.32 0.91 -0.2429
F -0.39972 4.25023 -7.04897 1.19 -0.43 -0.51 -0.2173
H 2.19323 0.18931 -3.26179 -0.65 -2.50 1.45 -1.1078
H 1.57381 1.81595 -3.53921 1.12 -1.35 -0.22 -0.4704
H 3.31042 1.43841 -3.52649 1.07 0.49 0.29 -0.0790
H 1.53091 0.06493 -5.59573 0.46 0.30 0.05 0.1221
H 3.29136 0.48458 -5.67582 0.35 -0.32 -0.48 0.4557
C 5.24987 -0.60879 0.27710 -0.84 0.98 0.46 -1.6146
C 4.77482 -0.73439 -1.16031 1.03 -0.71 0.04 0.8753
O 5.43549 0.28919 -1.99574 -0.49 -0.82 -0.30 -0.3276
C 5.89690 -0.11859 -3.19354 -0.34 3.61 0.86 0.5468
O 6.07811 -1.19181 -3.59696 0.15 -2.86 -0.89 -0.5058
C 6.28807 1.14798 -4.07356 0.46 -0.79 0.65 0.8320
F 5.61032 1.26825 -5.20134 -0.57 -0.53 -0.53 -0.2460
F 6.11284 2.26328 -3.40808 -0.02 1.02 0.69 -0.2554
F 7.58148 1.03885 -4.39702 0.17 -0.07 0.03 -0.2802
H 4.61449 -1.20703 0.94706 0.14 0.13 -0.34 0.2845
H 5.23081 0.43387 0.67247 -0.14 -0.61 -0.49 0.3525
H 6.25018 -0.95848 0.38550 0.83 -0.30 -0.01 0.4582
H 3.70377 -0.63424 -1.25609 -0.24 0.44 -0.16 -0.4117
H 5.04816 -1.74535 -1.52533 -0.12 0.71 -0.02 0.3735
C 0.64094 0.08409 1.84529 1.52 2.37 -0.33 0.3276
C -0.03163 1.24459 1.07935 0.40 -1.11 0.01 0.8259
O -1.05376 0.71243 0.16195 1.02 0.25 -0.15 -0.0756
C -0.56072 0.25638 -0.98490 -1.17 0.04 -0.02 -0.0915
O 0.55722 0.09654 -1.36340 0.89 0.34 0.53 -0.1267
C -1.67325 -0.20040 -1.93822 -1.03 0.28 -0.07 0.7073
F -1.62476 -1.54131 -1.94940 -0.45 -0.22 0.13 -0.2046
F -2.91590 0.21134 -1.56458 0.89 -0.52 -0.21 -0.2611
F -1.47007 0.20446 -3.18670 0.22 0.19 0.35 0.0208
H 1.31520 0.55774 2.61526 -0.62 -0.46 -0.67 0.2510
H 1.28148 -0.55827 1.20992 -0.74 0.19 0.27 -0.1413
H -0.14410 -0.37819 2.35854 -0.90 -1.36 0.74 -0.4365
H 0.67201 1.80944 0.50548 0.54 0.22 -0.59 -0.4512
H -0.51474 1.96470 1.72315 -0.48 -0.18 0.29 -0.1017

=====

Entry 2:
35
Properties=species:S:1:pos:R:3:forces:R:3:nbo_charge:R:1 method="wB97M-V/def2-TZVPD" multiplicity=1 de_lowest_kj_mol=142.1 homo_energy_ev=-8.98 smiles="N[C@H]1C[C@H](CCCB(O)O)[C@](N)(C(=O)O)C1"
O -2.17232 -1.69327 -0.78142 1.01 -0.31 2.54 -0.5977
O 1.00171 0.46601 3.28601 0.46 -0.51 0.68 -0.9067
O 1.44800 -1.93156 3.35566 -1.00 0.62 2.29 -0.8981
O -1.26081 -1.47582 1.37628 -1.01 0.29 -0.96 -0.7075
B 1.79365 -0.63537 2.97714 -0.36 -0.41 -1.18 1.1308
C -1.59712 -1.07021 0.10402 -0.32 0.65 -1.86 0.7825
N -1.32399 1.87512 -3.41963 0.49 0.05 -2.08 -0.8368
N -1.15678 1.22238 1.00156 1.33 0.28 -1.36 -0.8335
C 2.88029 -0.59287 1.77926 1.02 -1.33 1.22 -0.7706
C 2.24988 0.05525 0.59073 1.79 2.00 -1.93 -0.3884
C 1.12084 -0.66757 -0.06361 -0.49 -0.11 -0.83 -0.4189
C -0.02155 0.07631 -2.31353 -1.05 -2.05 -2.40 -0.3976
C -2.19056 0.88386 -1.33114 0.26 -1.42 1.34 -0.4149
C -1.51077 0.61554 -2.66699 1.71 0.17 -0.15 -0.0467
C 0.22617 0.37153 -0.87696 0.37 -1.24 1.33 -0.2547
C -1.14624 0.41298 -0.21308 -1.80 -0.77 0.34 0.0612
H 0.36536 0.29768 4.00263 0.24 0.13 -0.46 0.4869
H 0.80722 -1.97711 4.14267 1.32 0.08 -1.85 0.4804
H -1.53692 -2.37908 1.53762 -0.24 -0.54 -0.21 0.4989
H -1.00661 1.65389 -4.42022 -0.08 0.11 1.98 0.3465
H -2.23071 2.25569 -3.65526 -0.44 0.28 0.45 0.3460
H -2.04009 1.14662 1.41791 -1.33 -0.01 0.92 0.3524
H -0.44369 0.91630 1.65646 -0.10 0.03 -0.03 0.3820
H 3.16643 -1.68825 1.70641 -0.17 1.17 -0.52 0.2232
H 3.82750 -0.02485 1.88978 -0.50 -0.41 0.78 0.2439
H 2.99483 0.39500 -0.25430 -0.87 -0.89 1.56 0.1949
H 1.98042 1.05362 1.01915 -0.56 -0.60 -0.70 0.2103
H 1.41918 -1.63518 -0.61785 -0.16 1.76 0.39 0.2148
H 0.51497 -1.05059 0.74185 0.14 -0.07 0.10 0.2147
H 0.68735 0.58311 -2.98680 -0.21 -0.12 0.28 0.2226
H 0.10151 -1.07780 -2.56456 -0.51 2.26 0.65 0.2097
H -2.31771 1.92913 -1.20952 -0.23 1.11 0.15 0.2240
H -3.17317 0.33661 -1.16957 1.24 0.85 -0.46 0.2276
H -2.09812 -0.01518 -3.30573 -0.06 -1.10 0.08 0.1853
H 0.64187 1.36811 -0.73497 0.09 0.06 -0.12 0.2332

=====

Entry 3:
13
Properties=species:S:1:pos:R:3:forces:R:3:nbo_charge:R:1 method="wB97M-V/def2-TZVPD" multiplicity=1 de_lowest_kj_mol=286.5 homo_energy_ev=-7.84
C -0.07929 0.82733 -0.95081 -2.46 0.87 -0.03 -0.0516
C -0.75026 -0.27512 -0.63996 3.38 -2.87 1.30 -0.1009
C -2.12244 -0.71349 -0.34920 -0.16 -1.96 -0.99 -0.6659
N 1.23416 1.05250 -0.85182 0.90 1.02 -1.20 -0.8528
N 2.23942 0.33250 1.47155 0.82 0.61 1.34 -1.1196
S 0.69922 -1.56175 -0.14695 -1.70 0.62 -0.75 -0.0612
S 2.09248 -0.06961 -0.22516 0.27 -0.15 2.57 1.1540
H -0.71692 1.64112 -1.30382 0.38 0.24 0.08 0.2110
H -2.21156 -1.34820 0.60948 -0.04 1.69 -1.21 0.2409
H -2.51524 -1.39940 -1.17237 0.46 0.77 0.93 0.2169
H -2.63594 0.22296 -0.46551 -1.19 0.17 0.76 0.2348
H 3.13165 0.31229 2.00863 -0.59 -0.33 -1.44 0.3958
H 1.63471 0.97888 2.01595 -0.06 -0.69 -1.37 0.3986

=====

Entry 4:
16
Properties=species:S:1:pos:R:3:forces:R:3:nbo_charge:R:1 method="wB97M-V/def2-TZVPD" charge=+1 multiplicity=1 de_lowest_kj_mol=347.5 homo_energy_ev=-13.85
C 0.03430 -0.72749 -2.51251 -2.00 1.98 -0.86 0.0685
C -1.08197 0.42226 -0.42846 -1.65 -1.90 -3.26 -0.3337
C -0.08050 0.31194 0.67399 1.85 -2.66 0.01 0.5231
C 0.96823 1.26400 1.06787 -4.41 2.70 -1.70 -0.6983
C 0.01615 -0.96107 1.46277 -4.07 -0.48 -0.62 -0.7325
N -0.19956 -0.26972 -1.38000 1.19 0.11 3.70 -0.3783
H 0.92763 -1.20025 -2.81450 1.13 -0.73 0.19 0.1992
H -0.64931 -0.44509 -3.32642 -0.13 -0.55 -0.08 0.1723
H -2.04589 -0.28862 -0.35107 1.90 2.11 0.36 0.2695
H -1.23832 1.40459 -0.90544 -0.51 -0.08 1.05 0.2612
H 0.48340 1.63520 2.03768 0.93 0.08 -0.97 0.3047
H 1.10369 2.02765 0.27677 -0.41 0.20 0.87 0.2547
H 1.87519 0.86083 1.20047 3.11 -1.91 1.12 0.2612
H 0.82094 -1.04746 2.10719 1.46 0.47 1.47 0.2509
H 0.07787 -1.87476 0.86747 -0.28 0.28 -0.48 0.2963
H -1.01184 -1.11202 2.02420 1.87 0.38 -0.78 0.2809